--- a ---
C10H20N2O2S | ωB97M-V with the def2-TZVPD basis set

Calculated values
SMILES string: CCCC1=NS(=O)(=O)N[C@@](C)(CCC)C1
Highest occupied orbital energy in eV: -9.8418
LUMO level in eV: 0.36

ORCA input file:
```
! RIJCOSX wB97M-V def2-TZVPD def2/J DEFGRID3
* xyz 0 1
O -0.15138 -0.87914 3.44348
O 0.84062 -2.91514 2.27962
N 1.39102 -0.52657 1.47159
C 1.47055 -0.38962 0.16464
N -1.09327 -1.41655 1.11169
C 2.99070 2.30042 1.33775
C -3.23200 1.78942 -0.75855
C -1.68237 -2.31752 -1.15367
C 2.41835 0.68475 -0.45737
C 0.59918 -1.32023 -0.69851
C 3.54803 1.16833 0.50945
C -2.80916 0.38877 -0.99231
C -1.29904 0.32224 -0.68338
C -0.92864 -1.18775 -0.33815
S 0.25642 -1.53311 2.15008
H -1.64036 -2.25909 1.19601
H 3.69540 2.58028 2.16593
H 1.99014 2.05035 1.74363
H 2.96025 3.14064 0.67242
H -3.55215 1.86323 0.34691
H -4.13072 2.01867 -1.39753
H -2.46867 2.42474 -1.14103
H -2.65698 -2.49015 -0.74210
H -1.13908 -3.23805 -1.05568
H -1.92147 -2.10610 -2.18196
H 2.87952 0.27995 -1.37727
H 1.73856 1.48353 -0.74361
H 0.70367 -0.86099 -1.69695
H 0.93872 -2.31428 -0.56637
H 3.98952 0.32740 1.07032
H 4.45329 1.50955 -0.04887
H -3.20841 0.00692 -1.96100
H -3.28121 -0.27401 -0.25707
H -0.98412 0.93885 0.10836
H -0.68492 0.75029 -1.52053
*
```

=====

--- b ---
C10H20N2O2S | ωB97M-V with the def2-TZVPD basis set

Calculated values
Highest occupied orbital energy in eV: -8.7338
LUMO level in eV: 0.68

ORCA input file:
```
! RIJCOSX wB97M-V def2-TZVPD def2/J DEFGRID3
* xyz 0 1
C 1.55413 0.81660 -0.99376
C 0.81834 -0.48360 -0.66425
C -0.38684 -0.00657 0.11378
C -4.49249 0.12693 -0.38166
C 0.93921 -2.67378 0.61062
C 2.77308 -2.00927 -0.95229
C 1.35309 3.20027 -0.39428
C 0.38619 1.46631 1.99832
C -3.12194 0.03383 0.25933
C 1.73784 -1.49834 0.04575
N 0.99987 1.81189 -0.26952
N -0.04514 1.45820 0.60698
O 2.46273 0.97547 -1.77887
O -1.87584 -0.99761 -1.84838
S -1.82957 0.23330 -1.05625
H 0.47920 -0.94218 -1.60076
H -0.68384 -0.60917 0.96299
H -4.66686 1.12534 -0.77447
H -4.55493 -0.58451 -1.20224
H -5.27312 -0.10664 0.33938
H 0.25587 -3.05915 -0.14293
H 0.36504 -2.39573 1.49217
H 1.61881 -3.47186 0.89997
H 2.28713 -2.61160 -1.71715
H 3.51611 -2.62353 -0.44876
H 3.27592 -1.17764 -1.43782
H 0.46856 3.80524 -0.19492
H 2.15193 3.47678 0.30113
H 1.70123 3.37007 -1.41321
H 0.72418 2.47323 2.24299
H -0.47383 1.22796 2.62262
H 1.19702 0.75809 2.20830
H -2.97431 -0.94265 0.71786
H -2.94876 0.82832 0.98178
H 2.26199 -0.99400 0.86756
*
```

=====

Which of them is the most stable? Correct choice: b.

=====

--- a ---
H22KrO11 | ωB97M-V with the def2-TZVPD basis set

Calculated values
Highest occupied orbital energy in eV: -10.3434
LUMO level in eV: -0.34

ORCA input file:
```
! RIJCOSX wB97M-V def2-TZVPD def2/J DEFGRID3
* xyz 0 1
Kr -19.26129 -18.94056 -1.34725
O -16.20911 -20.48984 0.10833
H -16.49520 -19.76973 -0.45366
H -15.26807 -20.35131 0.21554
O -19.88342 -17.66419 -5.25977
H -20.52958 -17.39925 -5.91438
H -19.91550 -18.62083 -5.26434
O -19.13172 -19.46133 1.94792
H -18.67289 -20.24358 2.25420
H -18.48527 -18.99653 1.41660
O -21.75880 -16.85232 -3.01831
H -21.01526 -17.12642 -3.55518
H -22.24738 -17.65911 -2.85517
O -16.12950 -19.10929 -2.44113
H -16.53758 -18.30154 -2.75293
H -16.34543 -19.76044 -3.10866
O -22.85721 -20.47194 -1.27082
H -22.84523 -19.89227 -0.50920
H -23.28503 -19.95876 -1.95629
O -19.24324 -15.13860 0.98071
H -19.58420 -15.34541 1.85088
H -19.80295 -15.63106 0.38036
O -22.99671 -18.70005 0.87212
H -23.86744 -18.32502 1.00402
H -22.48163 -17.98517 0.49812
O -17.56997 -16.54225 -4.23941
H -18.37518 -16.91123 -4.60233
H -17.69701 -15.59476 -4.28787
O -21.43790 -16.72101 -0.25711
H -21.73847 -16.61154 -1.15928
H -21.85646 -16.00691 0.22361
O -17.26833 -17.26266 0.71672
H -17.77141 -16.51067 1.02922
H -16.89202 -16.97127 -0.11377
*
```

=====

--- b ---
H22KrO11 | ωB97M-V with the def2-TZVPD basis set

Calculated values
Highest occupied orbital energy in eV: -10.6448
LUMO level in eV: 0.12

ORCA input file:
```
! RIJCOSX wB97M-V def2-TZVPD def2/J DEFGRID3
* xyz 0 1
Kr 0.77738 0.14423 0.33437
O -2.70266 1.87529 -0.55664
H -3.57665 1.87724 -0.16629
H -2.53961 0.95782 -0.77547
O -1.97793 -0.92517 -1.28464
H -1.31373 -0.54209 -1.85764
H -2.72973 -1.07765 -1.85716
O 1.75118 -3.02687 -2.04712
H 1.66209 -3.90562 -2.41600
H 1.63092 -3.14860 -1.10533
O 4.57561 0.63130 -0.62015
H 4.55144 -0.28604 -0.89241
H 4.30592 1.11967 -1.39795
O -0.51856 -3.56595 -0.05534
H 0.14404 -4.25039 -0.14888
H -0.04309 -2.81999 0.31032
O 3.56741 -1.73861 2.44428
H 2.88748 -1.17861 2.81891
H 3.93534 -2.20442 3.19519
O 0.54990 3.19033 -0.97890
H 0.92766 3.90678 -0.46877
H 0.73050 2.40580 -0.46109
O -1.44274 3.00927 1.71108
H -2.20403 3.06306 2.28882
H -1.78714 2.65093 0.89302
O 0.06819 1.93145 3.70227
H -0.42516 2.28928 2.96415
H -0.59596 1.53068 4.26309
O -0.22744 0.52433 -3.34825
H -0.26961 1.44038 -3.62262
H 0.68941 0.27871 -3.47192
O -3.59260 -1.07266 1.06615
H -2.91563 -1.10604 0.39026
H -3.89220 -1.97782 1.15064
*
```

=====

Which of them is the most stable? Correct choice: a.

=====

--- a ---
C12H36O12 | ωB97M-V with the def2-TZVPD basis set

Calculated values
Highest occupied orbital energy in eV: -8.2881
LUMO level in eV: 0.32

ORCA input file:
```
! RIJCOSX wB97M-V def2-TZVPD def2/J DEFGRID3
* xyz 0 1
C -10.47235 -3.91078 -12.43454
C -9.48688 -3.95261 -11.35214
O -8.47694 -4.92974 -11.71223
O -9.92728 -3.95733 -13.73347
H -11.01727 -2.97051 -12.35048
H -11.21274 -4.70787 -12.36676
H -9.93917 -3.94287 -10.36045
H -8.88138 -3.04756 -11.40072
H -7.65558 -4.88119 -11.21768
H -9.26658 -4.63375 -13.56757
C -11.04256 -2.13501 -13.83352
C -10.36608 -2.75069 -15.11519
O -11.27117 -2.44370 -16.13962
O -11.51670 -0.77150 -14.07762
H -10.56629 -2.09971 -12.85372
H -11.91167 -2.79126 -13.78786
H -10.26958 -3.82614 -15.26421
H -9.38517 -2.33656 -15.34844
H -12.08164 -2.92648 -15.96170
H -12.11038 -0.72094 -14.83034
C -5.61298 -4.27359 -12.22308
C -5.51041 -5.63323 -12.91399
O -4.21301 -5.58326 -13.52095
O -4.74373 -4.24998 -11.11672
H -6.61181 -4.01352 -11.87264
H -5.47775 -3.54501 -13.02244
H -6.39407 -5.63457 -13.55213
H -5.55403 -6.46329 -12.20886
H -4.17036 -4.95707 -14.24734
H -4.01121 -4.83599 -11.32069
C -10.07786 -6.21387 -14.54242
C -10.98383 -5.62328 -15.61321
O -10.58174 -6.01697 -16.90846
O -8.75204 -5.73928 -14.48919
H -10.05296 -7.29750 -14.65731
H -10.52068 -6.03529 -13.56255
H -11.07682 -4.53727 -15.62058
H -11.99500 -6.02999 -15.59880
H -9.78558 -5.57131 -17.20695
H -8.45819 -5.88822 -15.39090
C -7.17433 -4.16648 -7.96674
C -8.43798 -3.68269 -8.76514
O -8.30272 -4.03879 -10.12114
O -7.37921 -5.50783 -7.45610
H -7.02891 -3.48228 -7.13078
H -6.21766 -4.04012 -8.47362
H -8.63714 -2.61645 -8.87277
H -9.35453 -4.13546 -8.38695
H -7.71135 -3.41751 -10.55231
H -8.14555 -5.42605 -6.88373
C -10.97948 -5.51861 -9.42697
C -10.99277 -6.37851 -10.68974
O -12.25759 -6.59551 -11.32628
O -11.70477 -6.06898 -8.30270
H -11.29223 -4.50299 -9.66945
H -9.99612 -5.49801 -8.95720
H -10.49909 -7.31611 -10.43421
H -10.35375 -6.04504 -11.50741
H -12.55562 -7.48903 -11.14071
H -12.33900 -5.38960 -8.06229
*
```

=====

--- b ---
C12H36O12 | ωB97M-V with the def2-TZVPD basis set

Calculated values
SMILES string: OCCO.OCCO.OCCO.OCCO.OCCO.OCCO
Highest occupied orbital energy in eV: -9.6597
LUMO level in eV: 0.28

ORCA input file:
```
! RIJCOSX wB97M-V def2-TZVPD def2/J DEFGRID3
* xyz 0 1
C 1.31435 -1.97625 3.81845
C 2.04235 -2.50325 4.99145
O 1.32835 -2.09225 6.15045
O 1.64035 -0.52025 3.82345
H 0.40535 -2.33025 3.73945
H 1.66235 -2.58925 3.00745
H 3.24535 -2.54725 4.96345
H 1.82635 -3.49325 4.73045
H 1.75035 -2.61325 6.90645
H 1.11435 -0.19725 4.56045
C -2.06565 5.14975 -1.14555
C -2.61765 3.75975 -0.94255
O -2.23565 3.12575 -2.09855
O -2.12165 5.91975 -0.04755
H -2.67765 5.74575 -1.85855
H -1.09865 5.18275 -1.31255
H -3.73365 3.85575 -0.92255
H -2.17365 3.40075 0.05945
H -2.63465 3.72575 -2.77255
H -1.56565 5.38875 0.73845
C 0.74835 -2.89125 -5.55255
C 0.50935 -2.20325 -4.30055
O 0.36135 -0.77025 -4.58255
O 0.73335 -4.25125 -5.56155
H 1.74635 -2.43525 -6.03655
H -0.13465 -2.59425 -6.20655
H 1.12835 -2.61725 -3.46655
H -0.42365 -2.62825 -3.83055
H 0.50735 -0.31125 -3.79855
H 1.36935 -4.55225 -4.97655
C 0.53835 0.19975 -0.07855
C -0.51465 -0.28325 -1.15555
O -0.28265 0.55375 -2.22155
O 0.38535 -0.76325 1.02045
H 0.23835 1.14675 0.22845
H 1.44735 0.23975 -0.36555
H -1.52265 -0.13725 -0.82355
H -0.26065 -1.23225 -1.61755
H -0.84265 1.31475 -2.05255
H 1.00935 -0.45325 1.65845
C -2.98565 -3.39925 2.58245
C -1.91565 -3.85625 1.64845
O -1.97165 -2.86525 0.60245
O -3.06565 -4.28225 3.66445
H -4.14765 -3.28025 2.32745
H -2.94465 -2.40825 3.03045
H -2.03965 -4.93725 1.30345
H -1.23165 -3.77125 2.28745
H -1.44265 -2.30025 0.97245
H -2.37065 -4.11625 4.33845
C 1.96035 3.60075 -1.15855
C 2.94335 3.43575 0.00345
O 2.12035 2.92475 1.18645
O 2.34535 4.49575 -2.04855
H 0.89935 3.79175 -0.90655
H 1.93035 2.59075 -1.72955
H 3.52835 4.45975 0.32645
H 3.76935 2.64775 -0.32555
H 2.77035 2.91775 1.85445
H 1.70235 4.62875 -2.62855
*
```

=====

Which of them is the most stable? Correct choice: b.